Record 1
{
  "formula": "C5H12O",
  "method": "wB97M-V/def2-TZVPD",
  "smiles": "CCCCCO",
  "largest_force_ev_per_a": 3.31,
  "gap_ev": 11.24,
  "lumo_energy_ev": 1.036,
  "de_lowest_kj_mol": 146.12,
  "charge": 0,
  "e_homo_ha": -0.3748,
  "elements": ["C", "C", "C", "C", "C", "O", "H", "H", "H", "H", "H", "H", "H", "H", "H", "H", "H", "H"],
  "coordinates": [[-2.584, 0.658, 0.063], [-1.432, -0.194, -0.291], [-0.120, -0.060, 0.465], [1.042, -0.733, -0.231], [2.351, -0.186, 0.290], [2.552, 1.159, -0.138], [-3.076, 0.238, 1.095], [-3.384, 0.374, -0.730], [-2.244, 1.714, 0.185], [-1.257, -0.090, -1.384], [-1.757, -1.239, -0.189], [0.168, 1.046, 0.675], [-0.195, -0.421, 1.584], [0.962, -0.493, -1.373], [1.186, -1.866, -0.153], [2.233, -0.145, 1.349], [3.157, -0.868, -0.049], [2.400, 1.106, -1.166]],
  "mulliken_charge": [-1.051, -0.410, -0.365, -0.431, -0.655, -0.506, 0.214, 0.295, 0.328, 0.355, 0.255, 0.307, 0.210, 0.173, 0.285, 0.358, 0.299, 0.339]
}

Record 2
{
  "formula": "C5H12O",
  "method": "wB97M-V/def2-TZVPD",
  "multiplicity": 2,
  "largest_force_ev_per_a": 5.70,
  "gap_ev": [9.30, 7.44],
  "lumo_energy_ev": [-6.040, -7.631],
  "de_lowest_kj_mol": 454.54,
  "charge": 1,
  "e_homo_ha": [-0.5636, -0.5540],
  "elements": ["C", "C", "C", "C", "C", "H", "H", "H", "H", "H", "H", "H", "H", "H", "H", "H", "H", "O"],
  "coordinates": [[1.318, 1.528, 0.761], [0.432, 0.425, 1.199], [-0.790, 0.523, 0.362], [-1.243, -0.569, -0.606], [-0.949, -2.041, -0.400], [2.260, 1.524, 1.302], [0.825, 2.521, 0.863], [1.409, 1.334, -0.378], [0.236, 0.377, 2.200], [1.008, -0.511, 1.111], [-1.528, 1.208, 0.743], [-0.267, 0.179, -0.888], [-2.218, -0.333, -1.045], [-1.016, -2.570, -1.445], [-1.732, -2.424, 0.384], [0.974, 0.781, -2.493], [0.104, -2.206, -0.005], [1.176, 0.257, -1.666]],
  "mulliken_charge": [-1.066, -0.498, -0.157, -0.022, -0.887, 0.378, 0.341, 0.320, 0.569, 0.194, 0.431, 0.109, 0.473, 0.345, 0.316, 0.375, 0.247, -0.469]
}

Record 3
{
  "formula": "C5H12O2",
  "method": "wB97M-V/def2-TZVPD",
  "smiles": "CC[C@@H](O)[C@@H](C)O",
  "largest_force_ev_per_a": 0.40,
  "gap_ev": 10.84,
  "lumo_energy_ev": 0.854,
  "de_lowest_kj_mol": 63.74,
  "charge": 0,
  "e_homo_ha": -0.3668,
  "elements": ["C", "C", "C", "O", "C", "C", "O", "H", "H", "H", "H", "H", "H", "H", "H", "H", "H", "H", "H"],
  "coordinates": [[-1.630, 0.162, 2.172], [-0.818, -0.595, 1.126], [-0.190, 0.304, 0.064], [0.594, 1.339, 0.614], [0.684, -0.495, -0.935], [0.747, 0.217, -2.270], [2.004, -0.582, -0.390], [-1.009, 0.910, 2.676], [-2.482, 0.684, 1.719], [-2.025, -0.528, 2.927], [-0.021, -1.171, 1.615], [-1.461, -1.319, 0.607], [-0.998, 0.801, -0.496], [1.486, 0.954, 0.666], [0.291, -1.517, -1.039], [0.789, 1.294, -2.096], [1.659, -0.078, -2.810], [-0.139, 0.002, -2.871], [2.617, -0.418, -1.119]],
  "mulliken_charge": [-1.249, -0.548, -0.141, -0.589, 0.401, -1.405, -0.573, 0.290, 0.312, 0.379, 0.290, 0.300, 0.393, 0.428, 0.291, 0.344, 0.428, 0.342, 0.309]
}

Record 4
{
  "formula": "C5H12O2",
  "method": "wB97M-V/def2-TZVPD",
  "smiles": "CC/C=C(\\C)O.O",
  "largest_force_ev_per_a": 0.66,
  "gap_ev": 9.54,
  "lumo_energy_ev": 0.776,
  "de_lowest_kj_mol": 95.01,
  "charge": 0,
  "e_homo_ha": -0.3220,
  "elements": ["C", "C", "C", "C", "C", "O", "H", "H", "H", "H", "H", "H", "H", "H", "H", "H", "O", "H", "H"],
  "coordinates": [[2.165, 0.379, 1.058], [1.211, 0.752, -0.072], [0.389, -0.427, -0.508], [-0.850, -0.419, -1.009], [-1.673, 0.794, -1.299], [-1.391, -1.609, -1.420], [1.612, -0.003, 1.921], [2.863, -0.398, 0.735], [2.756, 1.237, 1.389], [0.562, 1.564, 0.266], [1.780, 1.155, -0.919], [0.863, -1.400, -0.430], [-1.692, 1.011, -2.370], [-2.707, 0.660, -0.976], [-1.304, 1.678, -0.787], [-2.342, -1.490, -1.532], [-0.889, -0.982, 2.299], [-0.601, -1.898, 2.233], [-0.752, -0.605, 1.417]],
  "mulliken_charge": [-1.208, -0.285, -0.741, 0.822, -1.306, -0.516, 0.305, 0.323, 0.363, 0.256, 0.289, 0.403, 0.328, 0.427, 0.274, 0.322, -0.696, 0.330, 0.309]
}

Record 5
{
  "formula": "C5H12O2",
  "method": "wB97M-V/def2-TZVPD",
  "smiles": "CC[C@@H](O)[C@@H](C)O",
  "largest_force_ev_per_a": 0.34,
  "gap_ev": 10.83,
  "lumo_energy_ev": 0.878,
  "de_lowest_kj_mol": 54.19,
  "charge": 0,
  "e_homo_ha": -0.3658,
  "elements": ["C", "C", "C", "O", "C", "C", "O", "H", "H", "H", "H", "H", "H", "H", "H", "H", "H", "H", "H"],
  "coordinates": [[2.329, 0.165, 0.917], [0.890, 0.618, 0.670], [0.047, -0.480, 0.032], [-0.024, -1.614, 0.904], [-1.382, -0.053, -0.360], [-1.437, 0.727, -1.667], [-2.172, -1.208, -0.534], [2.344, -0.770, 1.487], [2.844, -0.022, -0.032], [2.901, 0.915, 1.470], [0.417, 0.906, 1.622], [0.874, 1.517, 0.041], [0.546, -0.860, -0.869], [-0.178, -1.284, 1.801], [-1.796, 0.572, 0.455], [-0.827, 0.235, -2.434], [-2.472, 0.736, -2.023], [-1.101, 1.763, -1.556], [-1.801, -1.863, 0.078]],
  "mulliken_charge": [-1.171, -0.417, 0.045, -0.635, 0.255, -1.345, -0.584, 0.280, 0.313, 0.378, 0.332, 0.284, 0.244, 0.376, 0.190, 0.329, 0.361, 0.358, 0.407]
}

Record 6
{
  "formula": "C5H12O2",
  "method": "wB97M-V/def2-TZVPD",
  "smiles": "CO[C@@H](C)CCO",
  "largest_force_ev_per_a": 0.40,
  "gap_ev": 10.83,
  "lumo_energy_ev": 1.012,
  "de_lowest_kj_mol": 113.41,
  "charge": 0,
  "e_homo_ha": -0.3609,
  "elements": ["C", "O", "C", "C", "C", "C", "O", "H", "H", "H", "H", "H", "H", "H", "H", "H", "H", "H", "H"],
  "coordinates": [[-1.551, -0.446, 1.598], [-0.255, -0.242, 1.080], [-0.217, 0.396, -0.202], [-0.643, 1.856, -0.104], [1.223, 0.243, -0.682], [1.591, -1.195, -1.109], [0.775, -2.197, -0.537], [-2.001, 0.489, 1.959], [-1.454, -1.134, 2.442], [-2.217, -0.894, 0.846], [-0.898, -0.150, -0.874], [0.002, 2.389, 0.603], [-1.681, 1.955, 0.232], [-0.564, 2.342, -1.082], [1.866, 0.578, 0.142], [1.408, 0.925, -1.521], [1.482, -1.297, -2.196], [2.655, -1.369, -0.873], [0.522, -1.878, 0.346]],
  "mulliken_charge": [-0.781, -0.434, 0.519, -1.548, -0.724, -0.489, -0.544, 0.295, 0.268, 0.334, 0.332, 0.322, 0.397, 0.419, 0.317, 0.365, 0.305, 0.263, 0.382]
}